Record 1
Entry from the OMol25 dataset: the molecule C3H5NO3 (the ωB97M-V functional and the def2-TZVPD basis).

```
12
Properties=species:S:1:pos:R:3:forces:R:3
N -1.718791 -0.750535 0.286342 0.1 -0.1 0.0
C -0.507629 -0.450106 0.844272 0.0 -0.1 0.1
O 0.065313 -1.150666 1.652468 -0.2 0.2 -0.3
C 0.055336 0.915623 0.440554 -0.1 0.1 0.1
O 1.429753 0.798882 0.072243 0.1 0.0 -0.1
C 1.627757 0.105720 -1.052182 -0.2 -0.2 -0.3
O 0.753238 -0.366896 -1.733978 0.4 0.2 0.3
H -1.904347 -0.393485 -0.639828 0.0 0.0 0.1
H -2.038954 -1.694112 0.458030 0.0 0.1 0.0
H -0.507942 1.380264 -0.373712 0.0 -0.1 0.1
H 0.044436 1.571317 1.312111 0.0 -0.1 -0.1
H 2.701826 0.033998 -1.266322 -0.1 0.0 0.0
```
Positions in Å, forces in eV/Å.

Computed properties:
SMILES	NC(=O)COC=O

These are the Löwdin partial charges, in e, on atoms 1 to 2: atom 1 (N): 0.164, atom 2 (C): -0.526

***

Record 2
Entry from the OMol25 dataset: a cluster of 2 separate species, C3H5NO3 in total in a non-equilibrium geometry (the ωB97M-V functional and the def2-TZVPD basis).

```
12
Properties=species:S:1:pos:R:3:forces:R:3
C 1.939821 -0.527667 -1.388246 -5.5 0.3 -1.6
C 1.366324 -0.438539 -0.073301 -0.8 -0.3 1.9
N 0.880067 -0.433024 0.975270 2.1 -0.1 -2.5
O 0.542356 -0.405054 2.129094 -1.3 0.2 1.5
H 2.923470 -0.306452 -1.384438 3.1 1.1 -0.4
H 1.193557 0.111696 -2.033449 2.1 -0.6 0.8
H 1.740614 -1.502151 -1.807356 0.3 -0.6 0.1
O -1.760877 0.187593 -0.491527 0.7 -0.6 -2.3
C -2.358605 0.781773 0.333987 -1.3 -0.4 1.1
O -1.965906 0.902459 1.556656 1.2 0.5 3.0
H -3.394274 1.170145 0.352841 0.2 0.2 -1.0
H -1.106545 0.459221 1.830470 -0.6 0.3 -0.7
```
Positions in Å, forces in eV/Å.

Computed properties:
SMILES	CC#[N+][O-].O=CO

These are the Löwdin partial charges, in e, on atoms 1 to 2: atom 1 (C): -0.030, atom 2 (C): -0.023

***

What are the LUMO energy values for these records? In order: 0.0310 0.0255 Eh.
What are the energy relative to the best compared isomer or geometry (same formula, charge and spin) values for these records? In order: 67.1 392.7 kJ/mol.